(1)
114
Properties=species:S:1:pos:R:3:forces:R:3 method="wB97M-V/def2-TZVPD" homo_ev=-10.0 total_energy_ha=-6081.822200 fmax_ev_per_a=1.4 charge=+1 gap_ev=8.1 e_lumo_ha=-0.0699
Tl -0.06262 -0.06081 1.27894 -0.1 0.1 0.5
F -0.01232 -0.15051 -4.72266 0.0 0.1 0.5
Ge -0.01742 0.02689 -2.92626 0.2 0.0 -1.4
C 1.50048 1.31569 -2.85656 -0.5 -0.5 0.3
C 1.59898 2.27579 -3.85446 -0.1 -0.1 -0.2
C 2.73448 3.06059 -3.96336 -0.1 0.0 0.0
C 3.78368 2.88909 -3.07456 0.1 0.0 0.0
C 3.68208 1.95979 -2.05636 0.0 0.0 0.0
C 2.53958 1.17339 -1.94176 -0.1 -0.1 0.1
P 2.36078 -0.01551 -0.56326 0.8 0.3 -0.1
C 3.14018 0.99429 0.76304 -0.2 -0.2 -0.1
C 4.36068 0.71069 1.36474 -0.1 -0.1 -0.1
C 4.85738 1.55149 2.34584 0.1 0.1 0.1
C 4.14408 2.67009 2.74074 0.0 0.0 0.0
C 2.91828 2.94829 2.15724 0.0 0.1 0.1
C 2.41618 2.11439 1.17694 0.0 0.0 -0.1
C 3.64228 -1.26871 -0.89396 -0.3 0.0 0.1
C 3.76948 -2.27521 0.06244 0.0 0.1 -0.1
C 4.68758 -3.29211 -0.11426 0.1 -0.1 0.1
C 5.47288 -3.31711 -1.25646 0.0 -0.1 0.0
C 5.33258 -2.33291 -2.22076 0.1 0.0 0.0
C 4.42138 -1.30591 -2.04386 0.0 0.1 0.1
C -1.87682 0.74769 -2.84166 0.9 -0.2 0.4
C -2.78342 0.28779 -3.78476 0.0 -0.1 -0.3
C -4.01002 0.90899 -3.93516 0.1 0.0 -0.1
C -4.33382 2.00439 -3.14926 -0.1 0.0 0.1
C -3.45272 2.44519 -2.17866 0.0 0.1 -0.1
C -2.22512 1.81019 -2.01376 0.2 -0.1 0.2
P -1.07402 2.30749 -0.68406 -0.8 0.4 0.1
C -1.11202 4.13199 -0.87786 0.3 -0.1 0.1
C -0.31042 4.63909 -1.89776 0.0 -0.1 0.0
C -0.28252 5.99649 -2.15616 0.0 0.1 -0.1
C -1.03562 6.86499 -1.38276 0.0 0.0 0.0
C -1.82042 6.36799 -0.35586 0.0 0.1 0.0
C -1.86312 5.00789 -0.10016 0.0 -0.1 0.0
C -2.15432 2.11679 0.80064 0.3 0.0 0.0
C -1.63502 2.60859 2.00674 -0.2 0.0 -0.2
C -2.33342 2.45249 3.18934 0.0 0.1 0.0
C -3.55372 1.79119 3.18994 0.0 0.0 0.0
C -4.05692 1.27019 2.01024 0.0 -0.1 0.1
C -3.35902 1.42209 0.82234 0.1 0.1 -0.1
C 0.61478 -1.82511 -2.55606 -0.5 0.8 0.2
C 1.68788 -2.24971 -3.32206 -0.1 0.1 -0.3
C 2.16518 -3.54131 -3.20196 0.0 -0.1 0.0
C 1.56948 -4.41441 -2.30966 0.1 -0.1 0.0
C 0.51378 -3.99141 -1.52236 -0.1 0.0 0.1
C 0.02898 -2.69331 -1.64206 0.0 0.1 0.2
P -1.36622 -2.05371 -0.64506 -0.2 -0.8 -0.3
C -1.29582 -3.22191 0.76384 0.0 0.3 0.0
C -2.37512 -4.00501 1.15724 0.0 0.2 -0.1
C -2.24752 -4.86171 2.23674 0.0 -0.1 0.1
C -1.05602 -4.93321 2.93904 0.0 0.0 0.0
C 0.01248 -4.12951 2.57374 0.1 -0.1 0.0
C -0.10542 -3.27931 1.49144 -0.1 -0.1 -0.1
C -2.79582 -2.69751 -1.59106 0.0 0.4 0.2
C -2.82232 -3.98001 -2.13166 0.0 0.1 0.0
C -3.93602 -4.40831 -2.83026 0.1 -0.1 0.0
C -5.01812 -3.55931 -3.00646 -0.1 0.1 0.0
C -4.99782 -2.28471 -2.46566 -0.2 -0.1 0.0
C -3.89212 -1.85831 -1.75306 0.1 -0.1 0.1
H 0.78688 2.38939 -4.56156 0.0 0.0 -0.1
H 2.80468 3.79969 -4.74716 0.0 0.1 -0.1
H 4.67938 3.48219 -3.17516 0.1 0.1 0.0
H 4.49248 1.83199 -1.35096 0.1 0.1 0.0
H 4.92968 -0.15781 1.06364 0.0 0.0 0.0
H 5.81488 1.33699 2.79544 0.1 0.0 0.1
H 4.54628 3.33109 3.49284 0.0 0.1 0.1
H 2.36238 3.82289 2.45944 -0.1 0.1 0.0
H 1.47948 2.36179 0.68074 0.1 0.0 0.0
H 3.15728 -2.23901 0.95694 0.0 -0.1 0.1
H 4.79988 -4.05881 0.63844 0.0 -0.1 0.0
H 6.19368 -4.10841 -1.39386 0.1 -0.1 0.0
H 5.94318 -2.36051 -3.11206 0.0 0.0 -0.1
H 4.32298 -0.53521 -2.79556 0.0 0.0 0.0
H -2.51932 -0.55341 -4.40916 0.0 0.0 -0.1
H -4.70492 0.55099 -4.67966 -0.1 0.0 -0.1
H -5.27832 2.50899 -3.28866 -0.1 0.0 0.0
H -3.70692 3.28959 -1.55026 0.0 0.0 0.0
H 0.28138 3.95749 -2.49506 0.1 0.0 0.0
H 0.32868 6.38039 -2.95836 0.1 0.0 -0.1
H -1.01822 7.92569 -1.58176 0.0 0.1 0.0
H -2.40692 7.04369 0.24984 0.0 0.0 0.0
H -2.48862 4.63859 0.70064 0.0 0.0 0.0
H -0.69522 3.14999 1.99954 0.1 0.0 0.0
H -1.92952 2.85539 4.10664 0.0 0.0 0.1
H -4.11562 1.69429 4.10674 0.0 0.0 0.1
H -5.00032 0.74359 2.00864 -0.1 0.0 0.0
H -3.76702 1.01569 -0.09256 0.0 0.0 0.0
H 2.14138 -1.56541 -4.02496 0.1 0.0 -0.1
H 2.99818 -3.86661 -3.80316 0.1 0.0 -0.1
H 1.93208 -5.42721 -2.21846 0.1 -0.1 0.0
H 0.07318 -4.67101 -0.80486 0.0 0.0 0.0
H -3.30712 -3.95551 0.61054 0.0 0.0 0.0
H -3.08202 -5.48491 2.52154 -0.1 -0.1 0.0
H -0.95582 -5.62011 3.76524 0.0 0.0 0.1
H 0.93678 -4.16521 3.12904 0.1 0.0 0.1
H 0.75638 -2.69501 1.17244 0.0 -0.1 0.0
H -1.97752 -4.64181 -2.00366 0.0 0.0 0.0
H -3.96312 -5.40891 -3.23746 0.0 0.0 -0.1
H -5.87692 -3.89291 -3.56826 -0.1 0.0 0.0
H -5.84252 -1.62541 -2.59726 -0.1 0.1 0.0
H -3.87032 -0.86861 -1.31836 0.0 0.1 0.0
S 0.83098 -1.22581 4.08624 0.1 -0.3 -0.5
C 0.44048 -0.55611 5.54854 0.2 0.1 0.0
N 1.34428 -0.22331 6.47914 -0.1 0.0 0.2
C 0.74358 0.26689 7.70094 0.1 0.2 0.4
C -0.76432 0.21329 7.37924 -0.3 0.2 0.3
N -0.78892 -0.26331 6.00804 0.1 0.0 0.1
H 2.32918 -0.37071 6.34994 -0.1 0.0 -0.1
H 1.08158 1.28389 7.91834 -0.1 -0.1 0.0
H 1.00798 -0.37041 8.55044 -0.1 0.1 -0.1
H -1.23362 1.19829 7.45204 0.1 -0.1 0.1
H -1.29882 -0.46931 8.04694 0.1 0.1 -0.1
H -1.62982 -0.55681 5.54244 0.2 -0.1 -0.1

---

(2)
31
Properties=species:S:1:pos:R:3:forces:R:3 method="wB97M-V/def2-TZVPD" homo_ev=-8.2 total_energy_ha=-618.271705 fmax_ev_per_a=2.7 charge=0 smiles=Cc1ccc(O)cc1.Cc1ccccc1 gap_ev=9.0 e_lumo_ha=0.0286
C 0.27739 -0.09565 -3.19039 1.4 -1.7 -1.6
C 0.28651 -1.17930 -2.14663 -1.6 1.7 0.0
C 0.30560 -2.49949 -2.51242 0.3 -1.0 1.0
C 0.08969 -3.50461 -1.54410 0.0 0.3 -1.2
C -0.22766 -3.14214 -0.26525 -1.5 1.3 1.4
O -0.69657 -4.07065 0.63338 0.7 -0.7 -0.5
C -0.34454 -1.77463 0.11845 1.1 -0.4 -1.5
C -0.10230 -0.79822 -0.84878 0.9 -1.4 1.3
H -0.44818 -0.33941 -3.96801 -0.9 0.5 0.5
H 1.15165 -0.25091 -3.86273 0.2 0.8 0.8
H 0.21062 0.88807 -2.76670 -0.1 0.4 -0.2
H 0.47662 -2.79339 -3.54439 0.0 0.1 0.1
H 0.03235 -4.53563 -1.87314 0.1 0.0 0.3
H -0.99838 -3.59480 1.40129 -0.1 0.1 0.4
H -0.46154 -1.44105 1.14297 -0.3 -0.4 0.0
H -0.06076 0.19973 -0.42440 -0.2 0.3 -0.8
C -0.04458 3.19560 -0.18674 -0.6 0.3 0.0
C -0.08248 2.44266 1.12921 0.6 1.0 -0.1
C 1.12696 2.43644 1.90312 -2.1 -0.5 -0.5
C 1.26175 1.45406 2.87421 0.5 0.8 -1.3
C 0.20661 0.57966 3.03912 0.3 -1.8 1.3
C -1.04759 0.72441 2.49501 0.4 1.6 -0.5
C -1.21909 1.77094 1.54668 0.5 -1.8 0.8
H 0.72881 2.83002 -0.86171 0.3 -0.1 0.3
H 0.12221 4.25599 -0.02470 0.2 0.2 0.0
H -0.96595 3.11699 -0.77504 -0.1 -0.1 0.4
H 1.80641 3.24183 1.68490 0.7 -0.3 -0.1
H 2.24185 1.28372 3.30746 -0.3 0.0 0.4
H 0.42579 -0.32086 3.62117 -0.3 0.3 0.1
H -1.84501 0.05630 2.77828 -0.1 0.0 -0.1
H -2.20621 1.86429 1.11985 0.1 0.3 -0.5

---

(3)
18
Properties=species:S:1:pos:R:3:forces:R:3 method="wB97M-V/def2-TZVPD" homo_ev=-2.6 total_energy_ha=-343.660160 fmax_ev_per_a=5.5 charge=-1 smiles=NC[C@H](N)CC[O-] gap_ev=6.6 e_lumo_ha=0.1494
N 1.17526 -2.12846 -0.67886 0.5 1.8 1.0
C 1.10286 -0.50507 -0.80275 -4.0 -3.6 -1.5
C -0.39451 -0.02411 -0.37478 3.2 -1.3 0.1
N -1.26424 -0.22719 -1.60112 1.1 3.1 -0.8
C -0.12048 1.25909 0.48701 -1.7 0.0 -1.6
C -0.14848 0.85794 2.09003 0.5 2.1 -1.6
O 0.58151 1.73506 2.82371 -1.4 -1.3 -0.4
H 0.24759 -2.51549 -0.91047 0.4 0.9 -0.4
H 1.19505 -2.36416 0.32794 0.4 0.5 -0.5
H 1.92393 0.14235 -0.59758 0.8 -0.3 1.7
H 1.09748 -0.40254 -1.88419 -0.2 -0.1 -0.5
H -0.86251 -0.81719 0.22703 0.6 0.4 0.7
H -2.17218 0.19681 -1.40315 -0.1 -0.3 0.3
H -0.90210 0.49240 -2.30273 -0.5 -1.3 0.8
H -1.11015 1.75284 0.26055 1.2 0.9 0.6
H 0.80544 1.89720 0.13451 -1.8 -1.3 0.7
H 0.16965 -0.20719 2.11725 0.0 -0.1 0.2
H -1.32413 0.85770 2.08762 1.1 -0.2 1.1